(w)
Density functional theory data (wB97M-V/def2-TZVPD) for a 5-piece molecular cluster, C8H26O5 overall.

Values from the calculation:
SMILES string	CCO.CCO.CCO.CCO.O
multiplicity	1
HOMO-LUMO gap	10.3918	eV

The geometry in XYZ format:
```
39
C8H26O5, DFT wB97M-V/def2-TZVPD
C 4.433 -1.699 2.151
C 4.611 -0.317 1.455
O 3.431 0.351 1.681
H 4.085 -1.557 3.174
H 5.377 -2.244 2.167
H 3.712 -2.307 1.605
H 4.848 -0.570 0.422
H 5.471 0.212 1.865
H 2.672 -0.097 1.301
C 2.202 3.060 -4.413
C 2.958 4.338 -4.141
O 3.514 4.737 -5.327
H 2.874 2.308 -4.825
H 1.428 3.272 -5.150
H 1.774 2.641 -3.502
H 3.781 4.194 -3.441
H 2.424 5.176 -3.693
H 3.356 5.684 -5.334
C -4.162 -4.013 -1.416
C -3.933 -4.931 -0.245
O -2.555 -4.852 0.020
H -5.138 -4.112 -1.892
H -3.512 -4.435 -2.183
H -3.858 -2.979 -1.253
H -4.209 -5.969 -0.431
H -4.489 -4.549 0.612
H -2.367 -5.476 0.726
C -2.196 2.111 3.842
C -3.263 2.309 2.792
O -3.671 1.058 2.373
H -2.575 1.635 4.746
H -1.739 3.021 4.230
H -1.479 1.366 3.499
H -2.786 2.928 2.032
H -4.109 2.799 3.275
H -4.251 0.753 3.075
O -0.569 -1.102 -0.074
H -1.362 -0.697 0.275
H -0.726 -2.043 0.000
```

(x)
Density functional theory data (wB97M-V/def2-TZVPD) for a 5-piece molecular cluster, C8H26O5 overall.

Values from the calculation:
SMILES string	CC(C)O.CC(C)O.CO.CO.O
multiplicity	1
HOMO-LUMO gap	10.2950	eV

The geometry in XYZ format:
```
39
C8H26O5, DFT wB97M-V/def2-TZVPD
C -2.714 0.929 0.175
C -1.384 1.617 -0.074
C -1.567 3.155 -0.331
O -0.549 1.348 1.124
H -3.236 0.823 -0.759
H -3.341 1.476 0.846
H -2.522 -0.040 0.662
H -0.858 1.211 -0.955
H -0.572 3.576 -0.505
H -2.057 3.570 0.581
H -2.198 3.290 -1.226
H 0.293 1.729 0.765
C -1.964 -2.917 -0.263
C -1.008 -2.795 -1.440
C -1.417 -1.747 -2.419
O 0.295 -2.452 -0.988
H -2.962 -3.040 -0.703
H -1.956 -2.029 0.290
H -1.799 -3.732 0.342
H -0.975 -3.754 -1.889
H -0.795 -1.642 -3.333
H -1.297 -0.781 -2.021
H -2.466 -1.828 -2.717
H 0.821 -3.265 -1.027
C 2.165 0.478 -1.208
O 1.811 1.692 -0.575
H 1.361 0.171 -1.903
H 3.061 0.490 -1.788
H 2.166 -0.314 -0.429
H 2.474 1.897 0.131
C 3.734 1.135 2.917
O 3.078 0.568 1.807
H 3.948 0.330 3.586
H 4.674 1.597 2.595
H 3.108 1.859 3.452
H 2.378 -0.069 2.142
O 0.892 -0.797 2.125
H 1.025 -1.565 1.520
H 0.355 -0.174 1.493
```

Least stable = (w)

(w)
Density functional theory data (wB97M-V/def2-TZVPD) for C6H12 as an isolated structure.

Values from the calculation:
multiplicity	1
HOMO-LUMO gap	8.9842	eV

The geometry in XYZ format:
```
18
C6H12, DFT wB97M-V/def2-TZVPD
C -2.492 -0.218 -0.207
C -1.312 0.343 0.587
C 0.025 0.292 -0.165
C 1.276 0.771 0.570
C 2.262 -0.097 -0.203
C 1.319 -1.210 -0.485
H -2.628 0.320 -1.153
H -2.326 -1.274 -0.447
H -3.429 -0.147 0.357
H -1.510 1.403 0.836
H -1.222 -0.174 1.553
H -0.082 0.738 -1.150
H 1.455 1.848 0.543
H 1.243 0.449 1.619
H 3.152 -0.393 0.356
H 2.581 0.401 -1.133
H 0.296 -1.268 0.044
H 1.229 -1.532 -1.519
```

(x)
Density functional theory data (wB97M-V/def2-TZVPD) for a single C6H12 molecule.

Values from the calculation:
SMILES string	CC[C@H]1C[C@H]1C
multiplicity	1
HOMO-LUMO gap	10.8418	eV

The geometry in XYZ format:
```
18
C6H12, DFT wB97M-V/def2-TZVPD
C -1.974 0.595 0.797
C -0.489 0.424 1.181
C 0.581 0.829 0.169
C 1.877 0.068 -0.075
C 0.789 0.030 -1.093
C 0.154 -1.337 -1.243
H -2.249 1.638 0.603
H -2.261 0.008 -0.083
H -2.608 0.248 1.626
H -0.338 -0.630 1.432
H -0.318 0.994 2.100
H 0.999 1.817 0.268
H 2.090 -0.788 0.549
H 2.740 0.678 -0.345
H 0.946 0.548 -2.038
H 0.837 -1.954 -1.838
H -0.822 -1.324 -1.734
H 0.048 -1.843 -0.277
```

Least stable = (w)

(w)
Density functional theory data (wB97M-V/def2-TZVPD) for C4H11NO2 as an isolated structure.

Values from the calculation:
multiplicity	1
HOMO-LUMO gap	9.0551	eV

The geometry in XYZ format:
```
18
C4H11NO2, DFT wB97M-V/def2-TZVPD
C 1.713 0.820 0.288
C 1.076 -0.797 -0.505
N 1.379 0.923 1.615
H 0.354 0.744 1.760
H 1.937 0.341 2.227
H 1.151 1.506 -0.342
H 2.784 0.817 0.104
H 1.191 -1.613 0.208
H 0.360 -1.206 -1.212
H 1.977 -0.799 -1.121
C -2.111 -0.923 -0.681
C -1.258 0.130 -0.015
O -1.186 1.276 -0.792
O -1.226 0.246 1.218
H -1.170 2.033 -0.188
H -2.070 -1.854 -0.119
H -1.768 -1.102 -1.698
H -3.133 -0.542 -0.748
```

(x)
Density functional theory data (wB97M-V/def2-TZVPD) for a 2-piece molecular cluster, C4H11NO2 overall.

Values from the calculation:
SMILES string	CC(=O)O.CCN
multiplicity	1
HOMO-LUMO gap	9.8970	eV

The geometry in XYZ format:
```
18
C4H11NO2, DFT wB97M-V/def2-TZVPD
C 0.757 -1.064 1.356
C 1.978 -1.902 1.273
O 3.027 -1.392 1.566
O 1.827 -3.186 0.909
H -0.298 -1.480 1.325
H 0.801 -0.301 0.576
H 0.638 -0.432 2.235
H 0.864 -3.271 0.841
C -1.815 0.867 -0.437
C -0.645 0.958 -1.404
N 0.074 2.242 -1.257
H -1.492 1.247 0.524
H -2.152 -0.216 -0.403
H -2.728 1.398 -0.750
H 0.134 0.255 -1.091
H -0.735 0.568 -2.446
H 0.231 2.788 -2.094
H -0.466 2.920 -0.723
```

Least stable = (w)

(w)
Density functional theory data (wB97M-V/def2-TZVPD) for a 3-piece molecular cluster, C4H11NO2 overall.

Values from the calculation:
multiplicity	1
HOMO-LUMO gap (alpha / beta)	7.1767 / 7.3413	eV

The geometry in XYZ format:
```
18
C4H11NO2, DFT wB97M-V/def2-TZVPD
C -0.642 -0.409 1.400
O -0.890 2.112 -0.720
O -2.015 1.686 -0.226
H -1.863 0.157 -0.807
H 0.207 -0.253 2.060
H -1.302 0.462 1.443
H -1.203 -1.281 1.748
C 0.976 1.474 -0.221
C 1.034 -1.480 -0.253
C -0.190 -0.646 -0.006
N -1.134 -0.640 -0.937
H -0.848 -0.813 -1.890
H 1.375 -1.404 -1.286
H 1.329 1.233 -1.219
H 1.528 0.992 0.583
H 1.003 2.537 -0.021
H 1.854 -1.199 0.405
H 0.782 -2.527 -0.055
```

(x)
Density functional theory data (wB97M-V/def2-TZVPD) for a 2-piece molecular cluster, C4H11NO2 overall.

Values from the calculation:
SMILES string	CCC(=O)NC.O
multiplicity	1
HOMO-LUMO gap	10.3826	eV

The geometry in XYZ format:
```
18
C4H11NO2, DFT wB97M-V/def2-TZVPD
C 1.481 0.415 -0.413
C 0.976 -0.882 0.230
C -0.364 -1.288 -0.349
O -1.364 -1.389 0.332
N -0.376 -1.602 -1.681
C -1.585 -1.720 -2.490
H 2.322 0.831 0.147
H 0.783 1.250 -0.481
H 1.814 0.220 -1.431
H 1.686 -1.667 -0.033
H 0.686 -0.667 1.253
H 0.492 -1.823 -2.141
H -1.409 -2.508 -3.216
H -2.407 -1.990 -1.826
H -1.842 -0.760 -2.940
O -0.151 4.282 4.732
H -0.535 4.053 5.589
H -0.208 5.245 4.718
```

(y)
Density functional theory data (wB97M-V/def2-TZVPD) for a single C4H11NO2 molecule.

Values from the calculation:
SMILES string	N[C@@H](CO)CCO
multiplicity	1
HOMO-LUMO gap	9.9547	eV

The geometry in XYZ format:
```
18
C4H11NO2, DFT wB97M-V/def2-TZVPD
N 1.039 -0.880 -0.007
C -0.098 -0.277 0.647
C 0.320 1.019 1.358
O 1.405 0.660 2.261
C -1.378 -0.085 -0.225
C -1.264 -0.678 -1.643
O -0.290 0.037 -2.412
H 1.508 -0.274 -0.662
H 1.759 -1.112 0.665
H -0.467 -0.850 1.520
H 0.571 1.785 0.620
H -0.445 1.400 2.046
H 2.111 1.284 2.066
H -2.179 -0.609 0.301
H -1.602 0.981 -0.351
H -1.011 -1.733 -1.572
H -2.250 -0.517 -2.097
H -0.120 0.842 -1.954
```

Least stable = (w)